No. 1
Here is a 2-piece molecular cluster, CH6N2S overall in a non-equilibrium geometry from the OMol25 dataset. Energies are from the ωB97M-V functional and the def2-TZVPD basis.

Geometry as ORCA input:
```
! RIJCOSX wB97M-V def2-TZVPD def2/J DEFGRID3
* xyz 0 1
C -0.77 1.18 1.02
N -2.29 0.93 -0.97
N 1.98 -1.16 -0.40
S -1.33 0.02 -0.02
H -0.98 2.18 0.83
H 2.72 -1.62 -0.88
H -0.01 0.86 1.71
H -3.04 0.49 -1.60
H 2.36 -0.93 0.41
H 1.37 -1.94 -0.10
*
```

Kohn-Sham gap (spin up / spin down) (eV): 8.18 / 8.16
DFT total energy (eV): -14946.861
E_LUMO (spin up / spin down) (eV): -0.06 / -0.07

natural (NBO) atomic charge list, values in e, 4 entries: atom 1 (C): -0.69, atom 2 (N): -1.05, atom 3 (N): -1.03, atom 4 (S): 0.92



No. 2
Here is an isolated ion of composition CH6N3 and charge +1 in a non-equilibrium geometry from the OMol25 dataset. Energies are from the ωB97M-V functional and the def2-TZVPD basis.

Geometry as ORCA input:
```
! RIJCOSX wB97M-V def2-TZVPD def2/J DEFGRID3
* xyz 1 1
N 0.63 -0.02 1.16
C 0.01 -0.02 -0.07
N -0.69 1.09 -0.29
N -0.13 -1.16 -0.77
H 1.14 0.95 1.42
H 1.27 -0.79 1.42
H -0.49 2.02 0.14
H -1.42 1.10 -0.98
H 0.39 -1.87 -0.46
H -0.72 -1.30 -1.58
*
```

Kohn-Sham gap (eV): 12.38
DFT total energy (eV): -5598.527
E_LUMO (eV): -3.51

natural (NBO) atomic charge list, values in e, 4 entries: atom 1 (N): -0.77, atom 2 (C): 0.68, atom 3 (N): -0.75, atom 4 (N): -0.73



No. 3
Here is an isolated ion of composition CH6N3O and charge +1 in a non-equilibrium geometry from the OMol25 dataset. Energies are from the ωB97M-V functional and the def2-TZVPD basis.

Geometry as ORCA input:
```
! RIJCOSX wB97M-V def2-TZVPD def2/J DEFGRID3
* xyz 1 1
C 0.07 1.22 -0.26
N -0.83 0.56 -1.02
N 1.21 0.28 -0.05
N -0.22 -1.43 0.62
O 0.71 -0.54 0.88
H 0.68 2.01 -0.65
H -0.29 1.55 0.69
H -1.78 0.43 -0.71
H 1.49 -0.31 -0.89
H -0.98 -1.43 1.30
H -0.04 -2.32 0.08
*
```

Kohn-Sham gap (spin up / spin down) (eV): 8.07 / 9.10
DFT total energy (eV): -7637.516
E_LUMO (spin up / spin down) (eV): -7.91 / -6.59

natural (NBO) atomic charge list, values in e, 4 entries: atom 1 (C): -0.20, atom 2 (N): -0.33, atom 3 (N): -0.18, atom 4 (N): -0.32